Below is a single C5H9NO molecule, with properties calculated with wB97M-V/def2-TZVPD.

Element x y z (Å)
H: 0.138 2.282 0.549
N: 0.973 1.728 0.329
C: 0.664 0.712 -0.372
C: 1.750 -0.268 -0.769
C: -0.761 0.358 -0.751
C: -1.298 -0.752 0.188
C: -0.802 -0.523 1.602
O: 0.060 -1.178 2.128
H: 2.432 -0.397 0.078
H: 1.334 -1.243 -1.057
H: 2.312 0.139 -1.621
H: -0.805 0.004 -1.789
H: -1.389 1.255 -0.674
H: -0.953 -1.741 -0.130
H: -2.394 -0.727 0.169
H: -1.260 0.349 2.121

- LUMO energy: 0.80 eV
- SMILES string: [H]/N=C(/C)CCC=O
- HOMO-LUMO gap: 10.580 eV
- ΔE to the lowest compared entry with this formula, charge and spin: 33.1 kcal per mole
- Calculated total energy: -325.88488 a.u.
- E_HOMO: -9.8 eV